1.
Entry from the Open Molecules 2025 dataset: a 2-piece molecular cluster, C23H24F6N3 overall at a distorted geometry (ωB97M-V/def2-TZVPD).

Each line ends with the natural charge from an NBO analysis.
Geometry (Å):
C -2.147 -1.018 1.689  -0.398
N -1.641 -2.343 1.412  -0.432
C -2.542 -3.436 1.702  -0.203
C -2.081 -4.663 0.965  -0.421
C -0.670 -4.976 1.360  -0.199
N 0.169 -3.802 1.254  -0.439
C 1.579 -4.105 1.384  -0.196
C 2.382 -2.836 1.453  -0.427
C 1.824 -1.775 0.533  -0.222
N 0.434 -1.478 0.793  -0.692
C -0.310 -2.526 1.142  0.649
H -1.327 -0.308 1.600  0.217
H -2.934 -0.758 0.968  0.191
H -2.568 -0.973 2.705  0.207
H -2.572 -3.625 2.789  0.190
H -3.545 -3.138 1.384  0.212
H -2.729 -5.506 1.215  0.236
H -2.146 -4.506 -0.116  0.212
H -0.635 -5.362 2.391  0.192
H -0.261 -5.763 0.715  0.211
H 1.740 -4.716 2.284  0.206
H 1.880 -4.728 0.530  0.192
H 2.381 -2.468 2.483  0.208
H 3.415 -3.064 1.183  0.228
H 2.372 -0.835 0.646  0.185
H 1.948 -2.113 -0.512  0.180
F -4.058 3.757 -4.019  -0.311
C -4.007 2.433 -3.693  0.965
F -5.240 2.097 -3.195  -0.312
F -3.852 1.740 -4.868  -0.312
C -2.910 2.108 -2.721  -0.039
C -2.724 0.781 -2.327  -0.203
C -1.686 0.454 -1.471  -0.118
C -0.777 1.439 -0.987  -0.092
C 0.340 1.079 -0.167  0.135
C 1.472 1.963 -0.121  -0.085
C 1.888 2.708 -1.276  -0.144
C 2.839 3.706 -1.194  -0.191
C 3.412 4.005 0.041  -0.050
C 4.359 5.169 0.110  0.966
F 4.735 5.475 1.384  -0.309
F 5.509 4.931 -0.602  -0.311
F 3.794 6.301 -0.424  -0.313
C 3.117 3.242 1.168  -0.190
C 2.191 2.209 1.082  -0.127
C -1.060 2.798 -1.364  -0.134
C -2.096 3.120 -2.223  -0.201
H -3.395 0.009 -2.698  0.254
H -1.513 -0.586 -1.188  0.248
H 0.247 0.261 0.537  0.292
H 1.437 2.503 -2.248  0.240
H 3.132 4.271 -2.078  0.255
H 3.612 3.463 2.110  0.259
H 1.952 1.612 1.965  0.241
H -0.458 3.620 -0.971  0.238
H -2.274 4.152 -2.513  0.260

The total charge is +1. The value obtained for the orbital gap is 5.14 eV.

2.
Entry from the Open Molecules 2025 dataset: one molecule with the formula C23H24N4O4 (ωB97M-V/def2-TZVPD).

Each line ends with the natural charge from an NBO analysis.
Geometry (Å):
C 1.715 3.053 2.414  -0.247
H 0.674 3.202 2.112  0.184
O 2.443 2.354 1.427  -0.574
C 2.441 2.975 0.146  -0.081
C 1.895 2.020 -0.924  -0.236
N 0.586 1.495 -0.554  -0.452
C -0.466 2.374 -0.521  0.675
O -0.296 3.569 -0.700  -0.638
C -1.769 1.786 -0.174  -0.311
C -2.896 2.461 -0.425  -0.125
C -4.254 2.032 -0.156  0.004
C -4.568 0.755 0.317  -0.209
C -5.879 0.394 0.556  -0.208
C -6.907 1.296 0.329  -0.205
C -6.613 2.565 -0.144  -0.210
C -5.302 2.927 -0.387  -0.206
H -5.077 3.917 -0.757  0.213
H -7.410 3.271 -0.327  0.214
H -7.931 1.010 0.516  0.213
H -6.105 -0.598 0.919  0.213
H -3.781 0.037 0.489  0.207
H -2.789 3.438 -0.881  0.223
H -1.764 0.807 0.281  0.207
C 0.375 0.099 -0.694  -0.155
C 0.927 -0.786 0.206  0.466
N 1.595 -0.360 1.301  -0.806
H 2.241 -0.988 1.749  0.406
H 1.841 0.629 1.333  0.442
N 0.750 -2.141 0.038  -0.435
C 0.018 -2.672 -1.017  0.797
O -0.135 -3.864 -1.158  -0.627
N -0.510 -1.753 -1.873  -0.637
C -0.384 -0.359 -1.826  0.647
O -0.890 0.326 -2.689  -0.607
H -1.040 -2.127 -2.652  0.432
C 1.325 -3.086 0.984  -0.259
C 2.833 -3.075 0.964  -0.076
C 3.558 -3.119 2.149  -0.225
C 4.942 -3.119 2.124  -0.199
C 5.614 -3.066 0.915  -0.210
C 4.897 -3.022 -0.270  -0.212
C 3.515 -3.030 -0.246  -0.154
H 2.956 -3.009 -1.171  0.210
H 5.417 -2.988 -1.215  0.218
H 6.693 -3.062 0.895  0.218
H 5.495 -3.158 3.051  0.218
H 3.037 -3.163 3.096  0.213
H 0.960 -4.070 0.670  0.279
H 0.944 -2.876 1.988  0.211
H 2.573 1.175 -1.057  0.207
H 1.818 2.576 -1.865  0.224
H 1.824 3.875 0.161  0.214
H 3.471 3.248 -0.111  0.182
H 1.750 2.441 3.314  0.190
H 2.170 4.026 2.621  0.176

The total charge is 0. Its structure (SMILES) is COCCN(C(=O)/C=C/c1ccccc1)c1c(N)n(Cc2ccccc2)c(=O)[nH]c1=O. The value obtained for the orbital gap is 8.59 eV.

3.
Entry from the Open Molecules 2025 dataset: C23H24N5O4SV as an isolated structure at a distorted geometry (ωB97M-V/def2-TZVPD).

Each line ends with the natural charge from an NBO analysis.
Geometry (Å):
V -0.724 0.118 0.746  1.410
O -1.498 -1.595 0.725  -0.696
C -2.367 -1.921 1.693  0.358
C -3.496 -2.674 1.359  -0.226
C -4.397 -3.064 2.327  -0.178
C -4.203 -2.735 3.671  -0.260
C -3.093 -1.998 4.015  -0.138
C -2.178 -1.560 3.048  -0.218
C -0.989 -0.844 3.489  0.180
N -0.265 -0.216 2.650  -0.336
N 1.041 0.196 3.009  -0.379
C 1.709 0.320 1.908  0.541
O 1.186 0.106 0.705  -0.735
C 3.152 0.653 1.946  -0.049
C 3.871 0.685 0.757  -0.184
C 5.227 0.986 0.769  -0.222
C 5.865 1.260 1.970  -0.198
C 5.146 1.232 3.160  -0.219
C 3.794 0.929 3.151  -0.177
H -3.641 -2.934 0.318  0.215
H -5.270 -3.638 2.039  0.213
H -4.907 -3.056 4.426  0.217
H -2.913 -1.736 5.052  0.210
H -0.660 -0.899 4.526  0.201
H 3.359 0.471 -0.170  0.223
H 5.784 1.008 -0.159  0.211
H 6.921 1.496 1.982  0.213
H 5.643 1.450 4.097  0.214
H 3.226 0.905 4.071  0.233
C 0.732 -3.390 -2.847  -0.616
C 0.414 -2.336 -3.900  -0.410
C -0.508 -1.234 -3.383  -0.600
S 0.347 -0.211 -2.189  1.252
O -0.780 0.435 -1.351  -0.971
C 0.976 1.105 -3.248  -0.585
C 0.066 2.329 -3.315  -0.410
C -1.246 2.110 -4.058  -0.617
H 1.401 -4.153 -3.245  0.219
H -0.181 -3.884 -2.509  0.212
H 1.213 -2.959 -1.967  0.218
H -0.076 -2.797 -4.759  0.221
H 1.337 -1.893 -4.289  0.201
H -1.347 -1.641 -2.814  0.254
H -0.900 -0.598 -4.176  0.236
H 1.140 0.651 -4.229  0.226
H 1.948 1.369 -2.831  0.244
H 0.646 3.115 -3.803  0.216
H -0.127 2.670 -2.298  0.238
H -1.074 1.733 -5.071  0.196
H -1.794 3.048 -4.149  0.224
H -1.890 1.407 -3.530  0.219
O -2.274 1.021 1.000  -0.524
N -3.043 2.058 1.106  0.096
C -2.424 3.194 1.001  -0.129
C -1.006 3.189 0.741  0.292
N 0.086 2.910 0.513  -0.310
C -3.185 4.413 1.116  0.260
N -3.774 5.395 1.205  -0.278

As for the expectation value of S²: 2.022. The total charge is 0. The multiplicity is 3. The value obtained for the orbital gap (spin up / spin down) is 7.98 / 8.00 eV.

4.
Entry from the Open Molecules 2025 dataset: C23H24N5PbS2 as an isolated structure at a distorted geometry (ωB97M-V/def2-TZVPD).

Each line ends with the natural charge from an NBO analysis.
Geometry (Å):
Pb 10.116 0.882 12.936  1.325
C 7.116 0.573 9.174  -0.428
N 6.821 1.024 10.546  -0.296
C 5.650 0.783 11.231  -0.015
C 5.778 1.366 12.443  -0.059
N 7.032 1.990 12.488  -0.374
C 7.656 1.713 11.315  0.270
S 9.306 2.035 10.844  -0.047
C 7.533 2.765 13.565  0.367
C 6.749 3.811 14.043  -0.212
C 7.301 4.599 15.059  -0.071
C 8.523 4.234 15.618  -0.213
C 9.179 3.108 15.138  0.074
N 8.677 2.349 14.135  -0.542
H 6.307 -0.085 8.870  0.253
H 8.073 0.022 9.130  0.247
H 7.214 1.411 8.466  0.260
H 4.858 0.203 10.767  0.281
H 5.082 1.452 13.285  0.271
H 5.849 4.064 13.514  0.267
H 6.879 5.550 15.286  0.269
H 9.014 4.896 16.324  0.276
H 10.126 2.786 15.520  0.234
C 15.080 0.029 15.542  -0.174
C 13.901 -0.628 15.134  -0.164
C 12.921 0.045 14.483  -0.235
C 13.110 1.409 14.127  -0.151
C 12.106 2.198 13.471  -0.065
C 12.271 3.502 13.114  -0.280
C 13.503 4.132 13.534  -0.198
C 14.497 3.432 14.195  -0.125
C 14.308 2.058 14.516  0.036
C 15.288 1.353 15.252  -0.169
H 15.835 -0.544 16.075  0.253
H 13.800 -1.682 15.421  0.240
H 12.078 -0.460 14.075  0.170
H 11.610 4.074 12.472  0.264
H 13.635 5.184 13.323  0.260
H 15.415 3.910 14.550  0.258
H 16.219 1.814 15.591  0.258
S 9.070 -1.443 13.218  -0.074
C 8.593 -1.359 14.931  0.381
N 9.530 -1.170 15.844  -0.564
C 9.215 -1.171 17.315  -0.225
C 7.746 -0.910 17.554  -0.449
C 6.839 -1.713 16.639  -0.222
N 7.333 -1.536 15.226  -0.522
H 10.507 -1.372 15.629  0.445
H 9.876 -0.435 17.799  0.248
H 9.468 -2.155 17.669  0.235
H 7.450 0.178 17.453  0.226
H 7.538 -1.219 18.587  0.281
H 5.794 -1.445 16.648  0.250
H 6.863 -2.771 16.847  0.238
H 6.695 -1.692 14.470  0.440

The total charge is +3. The value obtained for the orbital gap is 5.23 eV.